(1)
The following is a DFT calculation (ωB97M-V/def2-TZVPD) of a single C5H9N molecule.

ΔE to the lowest compared entry with this formula, charge and spin, eV: 0.195
E_HOMO, Eh: -0.4238
Kohn-Sham gap, eV: 12.29
LUMO level, eV: 0.76

Last column: natural (NBO) charge in e.
CARTESIAN COORDINATES (ANGSTROEM)
H (-0.972132, 1.945731, 0.200332)  0.22
H (1.338291, -0.600785, -1.390978)  0.21
C (-0.061089, 1.477279, -0.189233)  -0.59
H (-1.194400, -1.818033, -0.109326)  0.22
C (-1.215831, -0.756977, -0.373337)  -0.59
H (1.363002, -1.704779, -0.001345)  0.22
H (-0.066245, 1.566307, -1.278055)  0.21
H (2.182100, -0.131675, 0.101045)  0.22
H (0.803024, 2.025395, 0.202303)  0.22
N (-0.201694, -0.313529, 2.750737)  -0.32
C (0.069017, -0.029114, 1.680555)  0.28
H (-1.201367, -0.674816, -1.468882)  0.21
C (1.305263, -0.651956, -0.299537)  -0.59
C (0.006204, -0.004501, 0.185882)  -0.14
H (-2.154148, -0.328549, -0.010162)  0.22

Atomic forces in eV per Å
0.16 -0.13 -0.05
0.07 -0.03 0.04
0.04 0.20 -0.37
0.04 0.15 0.02
0.06 0.03 0.25
-0.06 0.21 -0.02
0.01 0.10 0.02
-0.15 -0.08 -0.08
-0.14 -0.10 -0.08
0.25 0.13 1.55
-1.27 -0.96 -1.77
0.05 0.01 0.26
0.16 -0.01 -0.31
0.63 0.52 0.58
0.15 -0.03 -0.01



(2)
The following is a DFT calculation (ωB97M-V/def2-TZVPD) of a single C5H9N molecule.

ΔE to the lowest compared entry with this formula, charge and spin, eV: 4.173
E_HOMO, Eh: -0.3148
Kohn-Sham gap, eV: 9.73
LUMO level, eV: 1.16

Last column: natural (NBO) charge in e.
CARTESIAN COORDINATES (ANGSTROEM)
N (-1.562208, -0.108102, -1.163581)  -0.53
C (1.194278, -0.036210, 0.987468)  -0.40
H (-0.071574, 1.377975, -0.845980)  0.16
H (1.531904, -1.000324, 1.502906)  0.21
C (-0.888700, -0.359446, 0.133712)  -0.10
H (1.438147, -1.334427, -0.793303)  0.21
H (1.858747, 0.770941, 1.287495)  0.21
H (-0.441458, -0.069445, 2.332716)  0.21
H (-0.349761, 1.375202, 1.391361)  0.20
C (-0.223518, 0.349972, 1.354504)  -0.41
H (-0.745587, -1.429664, 0.278649)  0.19
H (2.148485, 0.174041, -1.132210)  0.21
H (-1.963262, 0.862526, -1.305923)  0.36
C (1.271624, -0.226764, -0.636963)  -0.41
C (-0.098716, 0.277430, -0.933828)  -0.11

Atomic forces in eV per Å
0.51 1.10 -0.39
2.25 -0.70 -0.45
-0.02 -0.45 0.22
-0.44 1.36 -0.69
-0.50 1.50 0.78
-0.62 0.99 -0.01
0.37 -0.13 0.18
-0.43 -0.05 0.12
-0.41 2.10 -0.07
-1.00 -2.51 -0.14
-0.02 0.08 -0.52
-0.08 0.84 0.04
0.20 -1.64 0.58
0.82 -2.88 0.67
-0.62 0.38 -0.33



(3)
The following is a DFT calculation (ωB97M-V/def2-TZVPD) of a gas-phase ion, C5H9N (charge +1).

ΔE to the lowest compared entry with this formula, charge and spin, eV: 3.617
Expectation value of S²: 0.76
E_HOMO (alpha / beta), Eh: -0.5164 / -0.5904
Spin multiplicity: 2
Kohn-Sham gap (alpha / beta), eV: 7.09 / 9.31
Charge: +1
LUMO level (alpha / beta), eV: -6.96 / -6.75

Last column: natural (NBO) charge in e.
CARTESIAN COORDINATES (ANGSTROEM)
C (1.947745, 0.824849, -1.646131)  -0.63
H (-0.740627, 1.132558, 1.726463)  0.24
H (2.589910, 0.249733, -1.001980)  0.21
H (0.372393, 2.102708, -0.540449)  0.26
H (1.334990, -0.496426, 0.510259)  0.25
C (0.533545, 0.211745, 0.299976)  0.01
H (-0.215022, 0.779472, -1.588248)  0.27
C (0.620521, 1.116688, -0.942392)  -0.45
H (-0.473089, -2.275424, 0.721259)  0.18
H (1.876651, 0.329298, -2.616910)  0.25
C (-0.535214, 0.200960, 1.177075)  0.20
H (-2.357370, -2.515498, 0.638146)  0.23
C (-1.485419, -1.868510, 0.713276)  0.07
N (-1.665476, -0.608819, 0.900421)  -0.35
H (2.595878, 1.663449, -1.870634)  0.25

Atomic forces in eV per Å
0.83 0.64 -0.44
-0.29 -0.42 0.11
0.16 -0.56 0.12
0.26 0.41 -0.65
-0.25 -0.60 -0.63
0.85 0.07 -0.92
0.03 0.31 0.41
0.25 -1.29 1.30
-0.32 -0.42 0.28
-0.48 -0.20 0.32
-2.85 1.22 -1.54
0.15 0.14 -0.56
-0.13 0.33 0.39
2.17 -0.36 1.69
-0.40 0.72 0.12



(4)
The following is a DFT calculation (ωB97M-V/def2-TZVPD) of a gas-phase ion, C5H9N (charge +1).

ΔE to the lowest compared entry with this formula, charge and spin, eV: 0.425
Expectation value of S²: 0.78
E_HOMO (alpha / beta), Eh: -0.4979 / -0.5726
Spin multiplicity: 2
Kohn-Sham gap (alpha / beta), eV: 8.93 / 8.76
Charge: +1
LUMO level (alpha / beta), eV: -4.61 / -6.82

Last column: natural (NBO) charge in e.
CARTESIAN COORDINATES (ANGSTROEM)
C (0.612908, 0.020314, 0.148448)  -0.15
H (-2.294938, -0.433738, -1.221841)  0.41
H (-0.624787, 2.326773, -1.089636)  0.28
N (-1.538058, -0.602348, -0.563429)  -0.69
H (1.737605, -1.657015, 2.869053)  0.22
H (0.206618, 1.434976, -2.384788)  0.28
C (-0.499984, 0.235647, -0.694900)  0.38
H (-1.987942, -0.684871, 0.342581)  0.42
H (-1.463270, 1.354713, -2.242410)  0.25
H (-0.229457, -1.330665, 1.624776)  0.23
H (2.765410, -0.846518, 1.579080)  0.21
H (1.473206, 0.658006, -0.007556)  0.24
C (-0.562452, 1.374744, -1.618473)  -0.71
C (1.779387, -1.065238, 1.966066)  -0.14
C (0.625754, -0.784776, 1.293035)  -0.24

Atomic forces in eV per Å
-0.05 0.80 0.31
0.21 -0.03 -0.15
0.31 -0.11 0.31
-1.53 1.14 -0.50
0.04 -0.04 0.03
0.62 -0.05 0.43
0.37 -0.51 1.11
0.71 -0.82 0.35
-0.14 -0.21 0.34
-0.74 0.02 0.14
-0.03 0.46 0.06
0.11 -0.08 -0.20
-0.71 0.16 -1.84
0.00 -0.29 0.01
0.83 -0.43 -0.39



(5)
The following is a DFT calculation (ωB97M-V/def2-TZVPD) of a gas-phase ion, C5H9N2 (charge +1).

ΔE to the lowest compared entry with this formula, charge and spin, eV: 5.701
E_HOMO, Eh: -0.5539
Kohn-Sham gap, eV: 10.90
Charge: +1
LUMO level, eV: -4.17

Last column: natural (NBO) charge in e.
CARTESIAN COORDINATES (ANGSTROEM)
C (0.511788, 0.848403, -1.216319)  -0.65
N (-1.556848, -0.626542, -1.119538)  -0.04
H (1.182971, 0.052941, -0.899647)  0.21
C (0.470946, -0.471368, 2.023543)  -0.71
H (-1.445638, 1.096766, -2.123607)  0.25
C (-0.754980, 0.291240, -1.842314)  -0.28
H (-2.445294, -2.501717, 1.428693)  0.29
H (0.288026, 1.504315, -0.377931)  0.21
C (-0.635405, -1.003470, 1.267400)  0.28
H (0.231873, -0.506191, 3.086708)  0.29
H (1.353000, -1.098395, 1.868233)  0.29
H (-0.535800, -0.236623, -2.779205)  0.25
H (0.726800, 0.543365, 1.724099)  0.28
H (1.030080, 1.440092, -1.965503)  0.26
C (-1.704470, -1.787217, 1.155659)  0.06
N (-1.344291, -0.991547, 0.031225)  0.01

Atomic forces in eV per Å
-0.25 -0.13 0.02
-1.48 -1.68 1.19
0.12 -0.05 0.04
0.71 0.26 0.34
0.08 -0.13 0.00
0.88 0.88 -0.48
-0.34 -0.33 0.21
0.02 0.05 0.10
-1.20 -0.80 -0.04
-0.04 0.03 -0.05
0.01 0.00 -0.07
-0.04 0.09 0.11
-0.09 -0.02 0.01
0.06 0.04 -0.01
0.99 1.37 -1.27
0.57 0.42 -0.09



(6)
The following is a DFT calculation (ωB97M-V/def2-TZVPD) of a gas-phase ion, C5H9N2 (charge +1).

ΔE to the lowest compared entry with this formula, charge and spin, eV: 5.366
E_HOMO, Eh: -0.5174
Kohn-Sham gap, eV: 9.48
Charge: +1
LUMO level, eV: -4.60

Last column: natural (NBO) charge in e.
CARTESIAN COORDINATES (ANGSTROEM)
C (1.487837, -0.517602, 0.970593)  -0.41
H (2.092531, 0.235483, 1.555907)  0.28
H (1.731588, -1.952823, -0.884092)  0.25
H (-1.331352, 1.886042, 0.767578)  0.20
N (-0.311737, 0.769001, -0.672467)  -0.29
C (-0.612253, 2.067129, -0.046720)  -0.43
C (-0.854456, -0.559697, -0.325849)  0.60
C (1.708186, -0.943065, -0.533789)  -0.39
H (1.140804, -1.390436, 1.592977)  0.24
H (-1.198744, 2.491794, -0.782945)  0.23
H (2.413030, -0.206519, -1.046568)  0.25
H (0.147273, 2.723638, 0.299572)  0.25
H (-2.920657, -0.839484, -0.548197)  0.46
N (-1.994100, -1.247937, -0.180852)  -0.69
H (-1.993456, -2.287366, -0.074167)  0.46
C (0.495504, -0.228159, -0.090979)  0.02

Atomic forces in eV per Å
-0.07 -1.64 0.70
-0.75 -0.78 -1.26
-0.15 -0.39 0.13
0.45 0.19 0.16
-1.29 -2.32 0.42
-2.41 -1.73 1.08
-1.98 2.48 0.20
1.98 3.18 0.50
0.57 1.16 -0.43
-0.95 1.71 -1.41
-0.88 -1.35 0.55
1.28 -0.15 -0.15
2.02 -0.69 0.85
0.48 1.42 -1.60
0.29 1.30 0.10
1.40 -2.39 0.14



(7)
The following is a DFT calculation (ωB97M-V/def2-TZVPD) of 2 unconnected molecules or ions with the total composition C5H9N2.

ΔE to the lowest compared entry with this formula, charge and spin, eV: 7.621
E_HOMO (alpha / beta), Eh: -0.5049 / -0.5643
Kohn-Sham gap (alpha / beta), eV: 5.31 / 9.17
Charge: +1
LUMO level (alpha / beta), eV: -8.43 / -6.19

Last column: natural (NBO) charge in e.
CARTESIAN COORDINATES (ANGSTROEM)
C (-0.452677, 0.305977, -1.063510)  -0.28
H (1.836326, -0.950697, -1.380591)  0.24
H (-1.220727, 2.326941, 3.937645)  0.32
H (0.153272, 2.569259, 3.275658)  0.30
C (-0.330219, -0.985942, -1.810838)  -0.41
H (-0.049235, -0.873919, -2.851322)  0.25
H (-0.997363, -1.826992, -1.574697)  0.24
C (-0.750260, 2.190505, 2.916305)  -0.23
C (0.813012, -0.991058, 0.181162)  0.16
H (1.126236, -2.606790, -1.300068)  0.26
H (-1.519929, 0.678449, -0.886444)  0.24
C (0.984439, -1.534037, -1.152765)  -0.45
N (-1.310101, 1.697003, 1.986625)  0.02
H (1.498636, -1.149255, 0.941264)  0.23
N (0.124862, 0.050987, 0.223299)  -0.12
H (0.093725, 1.099569, -1.441722)  0.23

Atomic forces in eV per Å
-4.62 0.78 0.93
1.40 0.29 -1.24
-1.26 -0.29 -0.70
2.68 0.49 -0.80
2.47 -1.47 -0.11
-0.95 0.09 -0.33
-0.72 1.01 -0.44
-0.90 0.32 2.59
0.90 0.57 1.52
0.23 0.29 0.33
1.37 -0.51 -0.54
-1.70 -0.74 -0.58
-0.13 -1.06 -1.46
0.95 -0.93 1.89
-0.79 -0.40 0.28
1.05 1.55 -1.34



(8)
The following is a DFT calculation (ωB97M-V/def2-TZVPD) of a gas-phase ion, C5H9N2 (charge +1).

ΔE to the lowest compared entry with this formula, charge and spin, eV: 0.964
E_HOMO, Eh: -0.5208
Kohn-Sham gap, eV: 10.74
Charge: +1
LUMO level, eV: -3.43

Last column: natural (NBO) charge in e.
CARTESIAN COORDINATES (ANGSTROEM)
N (1.006704, -1.489025, -1.384093)  -0.44
H (0.502771, -2.316006, 0.571892)  0.27
H (-2.070283, 0.115775, 0.401485)  0.21
H (0.532889, 1.639947, -0.955357)  0.47
N (0.714465, 0.648216, -0.904377)  -0.47
C (1.028767, -0.251732, -1.873209)  0.26
C (0.411834, -0.118089, 0.177617)  0.18
H (1.252427, -2.283134, -1.956717)  0.46
H (-2.258072, 1.055930, 1.934752)  0.25
C (-0.166586, 0.488546, 1.394740)  -0.45
H (0.395751, 1.392700, 1.632958)  0.23
C (0.628267, -1.442750, -0.027874)  -0.07
C (-1.650756, 0.911120, 1.046056)  -0.59
H (1.391259, -0.119123, -2.868831)  0.25
H (-0.138852, -0.107593, 2.338387)  0.26
H (-1.580585, 1.875218, 0.472571)  0.20

Atomic forces in eV per Å
-0.25 1.15 0.69
-0.05 -0.13 0.25
-0.15 0.55 0.40
0.22 -0.01 -0.35
0.00 -2.62 -1.28
0.59 -0.11 -0.06
-0.28 -0.60 3.15
0.01 -0.15 0.17
0.02 0.03 -0.05
-1.10 0.94 0.91
0.05 0.06 0.09
0.24 0.93 -2.14
1.16 0.17 -0.69
-0.11 0.73 -0.35
0.14 -0.06 -1.17
-0.47 -0.89 0.46



- ΔE to the lowest compared entry with this formula, charge and spin of number 3 (C5H9N)?
  3.617 eV



What did the second record say?
The following is a DFT calculation (ωB97M-V/def2-TZVPD) of a single C5H9N molecule.

ΔE to the lowest compared entry with this formula, charge and spin, eV: 4.173
E_HOMO, Eh: -0.3148
Kohn-Sham gap, eV: 9.73
LUMO level, eV: 1.16

Last column: natural (NBO) charge in e.
CARTESIAN COORDINATES (ANGSTROEM)
N (-1.562208, -0.108102, -1.163581)  -0.53
C (1.194278, -0.036210, 0.987468)  -0.40
H (-0.071574, 1.377975, -0.845980)  0.16
H (1.531904, -1.000324, 1.502906)  0.21
C (-0.888700, -0.359446, 0.133712)  -0.10
H (1.438147, -1.334427, -0.793303)  0.21
H (1.858747, 0.770941, 1.287495)  0.21
H (-0.441458, -0.069445, 2.332716)  0.21
H (-0.349761, 1.375202, 1.391361)  0.20
C (-0.223518, 0.349972, 1.354504)  -0.41
H (-0.745587, -1.429664, 0.278649)  0.19
H (2.148485, 0.174041, -1.132210)  0.21
H (-1.963262, 0.862526, -1.305923)  0.36
C (1.271624, -0.226764, -0.636963)  -0.41
C (-0.098716, 0.277430, -0.933828)  -0.11

Atomic forces in eV per Å
0.51 1.10 -0.39
2.25 -0.70 -0.45
-0.02 -0.45 0.22
-0.44 1.36 -0.69
-0.50 1.50 0.78
-0.62 0.99 -0.01
0.37 -0.13 0.18
-0.43 -0.05 0.12
-0.41 2.10 -0.07
-1.00 -2.51 -0.14
-0.02 0.08 -0.52
-0.08 0.84 0.04
0.20 -1.64 0.58
0.82 -2.88 0.67
-0.62 0.38 -0.33



- What is the ΔE to the lowest compared entry with this formula, charge and spin in the fourth record?
  0.425 eV



Repeat the fifth record exactly.
The following is a DFT calculation (ωB97M-V/def2-TZVPD) of a gas-phase ion, C5H9N2 (charge +1).

ΔE to the lowest compared entry with this formula, charge and spin, eV: 5.701
E_HOMO, Eh: -0.5539
Kohn-Sham gap, eV: 10.90
Charge: +1
LUMO level, eV: -4.17

Last column: natural (NBO) charge in e.
CARTESIAN COORDINATES (ANGSTROEM)
C (0.511788, 0.848403, -1.216319)  -0.65
N (-1.556848, -0.626542, -1.119538)  -0.04
H (1.182971, 0.052941, -0.899647)  0.21
C (0.470946, -0.471368, 2.023543)  -0.71
H (-1.445638, 1.096766, -2.123607)  0.25
C (-0.754980, 0.291240, -1.842314)  -0.28
H (-2.445294, -2.501717, 1.428693)  0.29
H (0.288026, 1.504315, -0.377931)  0.21
C (-0.635405, -1.003470, 1.267400)  0.28
H (0.231873, -0.506191, 3.086708)  0.29
H (1.353000, -1.098395, 1.868233)  0.29
H (-0.535800, -0.236623, -2.779205)  0.25
H (0.726800, 0.543365, 1.724099)  0.28
H (1.030080, 1.440092, -1.965503)  0.26
C (-1.704470, -1.787217, 1.155659)  0.06
N (-1.344291, -0.991547, 0.031225)  0.01

Atomic forces in eV per Å
-0.25 -0.13 0.02
-1.48 -1.68 1.19
0.12 -0.05 0.04
0.71 0.26 0.34
0.08 -0.13 0.00
0.88 0.88 -0.48
-0.34 -0.33 0.21
0.02 0.05 0.10
-1.20 -0.80 -0.04
-0.04 0.03 -0.05
0.01 0.00 -0.07
-0.04 0.09 0.11
-0.09 -0.02 0.01
0.06 0.04 -0.01
0.99 1.37 -1.27
0.57 0.42 -0.09